Here is a molecular structure, C38H60AlBr12F3N3O9 at a distorted geometry from the Open Molecules 2025 dataset. Energies are from the ωB97M-V functional and the def2-TZVPD basis.

```
126
Properties=species:S:1:pos:R:3:mulliken_charge:R:1
C 4.828 1.229 4.436 -0.839
C 5.275 1.053 2.938 0.578
O 6.366 1.339 2.516 -0.556
O 4.302 0.576 2.065 -0.180
C 4.289 -0.864 1.999 -0.356
C 3.143 -1.311 0.967 0.074
C 2.155 -0.108 0.694 -0.597
Al 0.517 -0.626 -0.418 -1.024
C 0.570 0.168 -2.308 -0.461
O 0.214 1.616 -2.213 -0.196
N 0.893 2.207 -1.192 0.305
O 0.222 2.984 -0.603 -0.422
O -0.989 0.219 0.304 -0.475
C -2.087 -0.656 0.074 1.762
C -2.716 -0.702 -1.381 -0.803
C -3.068 0.696 -2.000 -0.815
N -2.728 1.814 -1.486 -0.132
C -3.176 -0.055 1.114 -0.762
O -2.570 0.965 1.951 0.264
C -3.456 1.305 2.979 -0.263
C -3.612 0.316 4.068 -0.274
C -4.530 0.514 5.192 0.591
C -4.639 -0.592 6.278 -1.042
C -5.309 1.761 5.193 -1.114
C -5.123 2.765 4.131 -0.521
C -4.204 2.582 2.999 0.136
C -4.025 3.659 1.892 0.999
C -4.803 3.341 0.547 -0.424
C -4.575 5.076 2.405 -1.639
C -1.639 -2.213 0.316 1.041
C -1.571 -2.703 1.813 -1.020
C -0.901 -4.127 1.983 -0.665
O -0.517 -4.368 3.355 -0.469
C -1.628 -4.696 4.169 -0.609
C -2.052 -3.463 5.082 1.006
F -2.101 -3.837 6.424 -0.346
F -3.340 -3.093 4.757 -0.274
F -1.174 -2.418 5.020 -0.217
N -2.251 -3.264 -0.581 -0.653
C -3.343 -3.684 -0.181 0.583
O -4.446 -4.000 0.056 -0.549
O -0.268 -2.254 -0.113 -0.643
H 5.748 1.192 5.065 0.283
H 4.086 0.420 4.651 0.281
H 4.271 2.201 4.510 0.279
H 5.263 -1.309 1.632 -0.124
H 4.026 -1.261 3.023 0.302
H 2.607 -2.218 1.375 0.246
H 3.606 -1.625 -0.011 -0.087
H 2.659 0.715 0.110 0.357
H 1.753 0.272 1.675 0.364
H -0.203 -0.262 -3.011 0.204
H 1.570 0.131 -2.822 0.489
H -1.934 -1.156 -2.054 0.380
H -3.680 -1.290 -1.402 0.359
H -3.703 0.660 -2.940 0.344
H -3.116 2.546 -2.095 0.255
H -3.997 0.431 0.522 0.039
H -3.598 -0.906 1.711 0.439
H -2.996 -0.614 4.018 0.346
H -4.989 -1.578 5.866 0.175
H -5.327 -0.337 7.124 0.327
H -3.618 -0.766 6.727 0.252
H -6.037 1.904 6.030 0.252
H -5.753 3.684 4.219 0.243
H -2.936 3.846 1.668 0.485
H -5.559 4.147 0.309 0.144
H -4.050 3.395 -0.284 -0.132
H -5.357 2.368 0.576 0.274
H -4.268 5.208 3.478 0.465
H -4.164 5.935 1.819 0.334
H -5.698 5.024 2.316 0.294
H -0.940 -1.984 2.398 0.614
H -2.580 -2.727 2.322 0.299
H -1.609 -4.948 1.665 0.294
H 0.009 -4.254 1.343 0.171
H -1.410 -5.552 4.857 0.376
H -2.549 -4.953 3.568 0.213
Br 2.283 2.473 -5.347 -0.157
C 1.458 3.678 -4.060 -0.355
C 1.226 5.041 -4.659 -0.517
Br 2.880 6.072 -4.753 -0.166
H 2.102 3.697 -3.184 0.388
H 0.512 3.208 -3.799 0.079
H 0.562 5.629 -4.027 0.379
H 0.821 5.002 -5.668 0.390
Br 6.537 7.085 -5.936 -0.132
C 7.142 5.920 -7.373 -0.566
C 6.104 4.880 -7.709 -0.595
Br 6.081 3.451 -6.388 -0.102
H 8.091 5.492 -7.057 0.357
H 7.312 6.582 -8.223 0.330
H 6.343 4.391 -8.653 0.346
H 5.094 5.283 -7.759 0.353
Br 6.009 -3.061 0.763 -0.011
C 6.317 -4.274 -0.734 -0.614
C 6.246 -3.546 -2.052 0.121
Br 4.401 -3.181 -2.562 -0.143
H 5.588 -5.078 -0.647 0.423
H 7.317 -4.678 -0.572 0.288
H 6.645 -4.166 -2.855 0.352
H 6.767 -2.590 -2.044 -0.342
Br -8.436 3.393 0.784 -0.112
C -9.080 3.729 -1.021 -0.554
C -7.945 4.079 -1.949 -0.533
Br -7.350 5.914 -1.681 -0.138
H -9.833 4.511 -0.950 0.355
H -9.556 2.799 -1.331 0.333
H -8.271 4.035 -2.988 0.363
H -7.073 3.440 -1.820 0.266
Br -2.448 -6.096 -0.513 0.040
C -1.899 -7.226 -2.001 -0.703
C -2.984 -8.200 -2.384 -0.560
Br -3.078 -9.688 -1.128 -0.160
H -0.971 -7.712 -1.705 0.387
H -1.697 -6.536 -2.821 0.347
H -2.766 -8.658 -3.349 0.375
H -3.973 -7.749 -2.416 0.360
Br 10.271 -3.506 -2.190 -0.148
C 10.807 -1.638 -2.036 -0.507
C 9.965 -0.909 -1.022 -0.625
Br 8.208 -0.480 -1.740 -0.122
H 10.746 -1.208 -3.034 0.358
H 11.849 -1.667 -1.720 0.332
H 10.412 0.053 -0.772 0.346
H 9.803 -1.477 -0.108 0.358
```

Results
Gap between HOMO and LUMO (eV): 7.14
Multiplicity: 1
Total charge: -1


Here is a molecular structure, C18H34F14Na3O20P3 at a distorted geometry from the Open Molecules 2025 dataset. Energies are from the ωB97M-V functional and the def2-TZVPD basis.

```
92
Properties=species:S:1:pos:R:3:mulliken_charge:R:1
Na 2.938 -1.105 -2.959 0.896
Na -1.459 -2.637 -1.101 0.832
Na 2.674 -3.058 2.594 0.930
P 1.122 -1.048 0.191 1.460
F 1.298 -1.002 -1.439 -0.360
F 0.393 -2.548 0.179 -0.407
F 2.643 -1.597 0.014 -0.285
F 1.246 -1.160 1.829 -0.342
F 1.662 0.467 0.263 -0.400
F -0.446 -0.603 0.141 -0.285
P -0.343 -2.709 -4.233 1.880
F -0.123 -3.999 -5.158 -0.336
F 0.632 -3.364 -3.086 -0.303
F 0.923 -1.999 -4.889 -0.401
F -0.537 -1.518 -3.191 -0.891
F -1.231 -2.004 -5.349 -0.391
F -1.638 -3.425 -3.599 -0.412
O 3.893 -3.075 -1.984 -0.503
P 4.149 -4.019 -0.814 0.589
O 3.144 -4.163 0.328 -0.584
F 5.598 -3.790 -0.205 -0.287
F 4.227 -5.566 -1.387 -0.286
C 4.249 2.022 -0.128 0.013
C 5.442 2.862 -0.469 -0.417
O 5.081 3.417 -1.723 -0.357
C 3.709 3.342 -1.908 0.528
O 3.119 3.929 -2.828 -0.571
O 3.184 2.615 -0.874 -0.068
H 4.082 2.154 0.941 0.146
H 4.334 0.984 -0.447 0.121
H 6.417 2.384 -0.564 0.314
H 5.538 3.646 0.282 0.251
C -3.903 0.733 0.178 -0.185
O -3.808 1.082 -1.190 -0.328
C -3.587 0.164 -2.080 0.973
O -3.388 -1.010 -1.747 -0.573
O -3.762 0.719 -3.294 -0.373
C -3.450 -0.020 -4.490 -0.626
H -4.372 -0.232 0.372 0.140
H -4.437 1.492 0.748 0.347
H -2.897 0.649 0.590 -0.204
H -2.558 0.374 -4.976 0.182
H -4.287 0.157 -5.164 0.341
H -3.224 -1.076 -4.336 0.322
C 1.520 0.870 4.899 -0.554
O 1.444 -0.207 5.831 -0.325
C 1.359 -1.433 5.491 0.711
O 1.383 -1.942 4.363 -0.472
O 1.345 -2.046 6.709 -0.325
C 1.640 -3.431 6.806 -0.662
H 2.339 0.829 4.182 0.347
H 1.304 1.840 5.348 0.375
H 0.740 0.987 4.146 0.093
H 0.943 -3.988 6.180 0.283
H 1.462 -3.818 7.809 0.262
H 2.647 -3.743 6.529 0.279
C -2.510 4.299 4.128 -0.633
O -3.144 4.519 2.848 -0.323
C -2.673 3.946 1.765 0.743
O -3.340 3.975 0.667 -0.597
O -1.396 3.491 1.870 -0.310
C -0.883 2.812 0.784 -0.167
H -2.975 4.820 4.965 0.297
H -1.435 4.470 4.178 0.267
H -2.791 3.289 4.425 0.254
H -0.548 3.503 0.010 0.448
H -1.634 2.176 0.316 -0.199
H 0.031 2.261 1.003 0.213
C -1.748 -1.229 3.563 -0.397
O -3.104 -1.742 3.254 -0.408
C -3.250 -2.378 2.052 0.748
O -2.390 -2.631 1.181 -0.529
O -4.540 -2.523 1.918 -0.362
C -5.082 -3.137 0.819 -0.529
H -1.625 -1.087 4.637 0.347
H -1.698 -0.177 3.280 0.131
H -0.866 -1.719 3.149 0.194
H -4.950 -4.219 0.795 0.320
H -4.759 -2.768 -0.155 0.152
H -6.155 -2.953 0.886 0.249
C -0.344 1.440 -2.669 0.189
O -0.122 1.737 -4.024 -0.448
C 1.126 1.540 -4.538 0.749
O 2.075 1.074 -3.920 -0.350
O 1.161 2.139 -5.753 -0.371
C 2.377 2.559 -6.386 -0.592
H -1.173 2.043 -2.298 0.323
H 0.490 1.740 -2.034 0.098
H -0.514 0.396 -2.405 -0.360
H 3.007 3.073 -5.660 0.243
H 2.117 3.202 -7.227 0.231
H 2.895 1.674 -6.755 0.277
```

Results
Gap between HOMO and LUMO (eV): 8.74
Multiplicity: 1
Total charge: 0


Here is C8H11F2N3O2S in the gas phase at a distorted geometry from the Open Molecules 2025 dataset. Energies are from the ωB97M-V functional and the def2-TZVPD basis.

```
27
Properties=species:S:1:pos:R:3:nbo_charge:R:1
C 3.289 0.874 0.354 -0.679
C 1.734 1.431 0.224 0.192
F 1.689 2.655 1.110 -0.394
C 0.594 0.419 0.792 -0.329
C 1.385 -0.672 1.783 0.219
N 2.132 -1.567 2.396 -0.254
C -0.245 -0.446 -0.304 -0.303
C -0.566 0.302 -1.724 0.244
N -0.529 0.892 -2.899 -0.233
C -1.740 -0.727 0.395 -0.424
C -2.714 0.625 0.342 -0.243
N -3.680 0.606 -0.848 -0.831
S 0.444 -2.149 -0.692 2.109
O -0.088 -3.226 0.324 -0.781
O -0.187 -2.559 -2.080 -0.815
F 2.144 -2.221 -0.881 -0.448
H 3.955 1.671 -0.232 0.238
H 3.472 -0.159 -0.161 0.250
H 3.676 0.914 1.471 0.256
H 1.585 1.831 -0.863 0.229
H -0.167 0.994 1.506 0.311
H -2.257 -1.591 -0.238 0.259
H -1.620 -1.155 1.484 0.265
H -3.380 0.737 1.303 0.228
H -1.998 1.575 0.319 0.197
H -3.252 1.273 -1.559 0.372
H -3.675 -0.325 -1.320 0.365
```

Results
Gap between HOMO and LUMO (eV): 8.49
Multiplicity: 1
SMILES: C[C@H](F)[C@H](C#N)[C@](C#N)(CCN)S(=O)(=O)F
Total charge: 0
Energy relative to the best compared isomer or geometry (same formula, charge and spin) (eV): 7.0245


Here is a molecular structure, C17H13ClN2O7SZr from the Open Molecules 2025 dataset. Energies are from the ωB97M-V functional and the def2-TZVPD basis.

```
42
Properties=species:S:1:pos:R:3:nbo_charge:R:1
Zr -0.326 -0.301 -0.165 2.264
C -2.798 7.284 -1.426 -0.652
C -2.021 6.060 -1.057 0.094
C -2.621 4.793 -1.118 -0.209
C -1.924 3.663 -0.763 -0.099
C -0.601 3.800 -0.335 -0.464
C 0.027 5.042 -0.263 -0.114
C -0.698 6.161 -0.626 -0.207
S 0.321 2.415 0.086 2.303
O 1.623 2.740 0.543 -0.827
O 0.271 1.424 -1.108 -0.959
N -0.484 1.395 1.079 -1.021
C -0.152 1.277 2.459 0.072
C -0.299 2.237 3.421 -0.144
C 0.102 1.962 4.747 -0.171
C 0.640 0.752 5.084 -0.136
C 0.804 -0.255 4.100 -0.115
C 1.375 -1.519 4.348 0.000
C 1.518 -2.427 3.322 -0.263
C 1.087 -2.087 2.047 0.134
N 0.530 -0.900 1.765 -0.660
C 0.394 0.023 2.787 0.233
H -3.575 7.057 -2.154 0.240
H -2.149 8.058 -1.830 0.245
H -3.286 7.693 -0.538 0.254
H -3.646 4.706 -1.455 0.241
H -2.396 2.690 -0.816 0.206
H 1.054 5.123 0.063 0.259
H -0.225 7.134 -0.581 0.248
H -0.716 3.204 3.167 0.249
H -0.017 2.729 5.500 0.257
H 0.950 0.549 6.100 0.252
H 1.709 -1.766 5.348 0.256
H 1.962 -3.398 3.486 0.270
H 1.192 -2.783 1.225 0.239
O 0.247 -3.283 -2.736 -0.601
Cl 0.010 -2.260 -1.840 2.481
O 1.223 -1.679 -1.191 -0.803
O -0.821 -2.598 -0.662 -0.804
O -0.665 -1.061 -2.374 -0.779
O -3.756 -0.850 0.912 -0.289
C -2.714 -0.682 0.564 0.522
```

Results
Gap between HOMO and LUMO (eV): 6.66
Multiplicity: 1
Total charge: +2
Energy relative to the best compared isomer or geometry (same formula, charge and spin) (eV): 0.0000